{
  "formula": "C39H49BClLaN10O5Te",
  "method": "ωB97M-V/def2-TZVPD",
  "charge": -2,
  "lumo_energy_ev": 3.918,
  "orbital_gap_ev": 4.67,
  "max_force_ev_per_a": 3.6,
  "homo_energy_ha": -0.0276,
  "symbols": ["La", "C", "C", "C", "C", "C", "C", "N", "N", "B", "N", "C", "C", "C", "N", "C", "C", "C", "N", "C", "C", "C", "N", "C", "C", "C", "H", "H", "H", "H", "H", "H", "H", "H", "H", "H", "H", "H", "H", "H", "H", "H", "H", "H", "H", "H", "H", "H", "H", "H", "H", "H", "H", "H", "Cl", "C", "C", "C", "C", "O", "C", "C", "N", "C", "C", "C", "C", "C", "C", "C", "C", "N", "C", "C", "H", "H", "H", "H", "H", "H", "H", "H", "H", "H", "N", "C", "C", "C", "O", "O", "H", "H", "H", "H", "H", "H", "N", "C", "C", "O", "O", "H", "H", "H", "H", "H", "Te"],
  "coordinates": [[0.406, 0.717, -0.126], [-6.132, 0.645, -1.339], [-5.851, -0.716, -1.942], [-5.916, -0.707, -3.459], [-4.507, -1.247, -1.405], [-3.723, -2.316, -1.962], [-2.675, -2.483, -1.054], [-2.829, -1.548, -0.046], [-4.006, -0.867, -0.246], [-2.387, -1.657, 1.474], [-1.124, -2.448, 1.643], [-0.941, -3.542, 2.386], [0.408, -3.748, 2.459], [1.041, -2.734, 1.705], [0.110, -1.924, 1.189], [2.518, -2.568, 1.554], [3.136, -2.641, 2.942], [3.041, -3.725, 0.666], [-2.435, -0.260, 2.104], [-3.484, 0.115, 2.852], [-3.217, 1.393, 3.288], [-1.982, 1.706, 2.690], [-1.517, 0.707, 1.966], [-1.105, 2.896, 2.994], [-0.841, 2.970, 4.446], [-1.615, 4.257, 2.446], [-7.127, 1.103, -1.591], [-5.378, 1.386, -1.617], [-6.045, 0.695, -0.205], [-6.618, -1.412, -1.641], [-5.042, -0.142, -3.857], [-6.860, -0.130, -3.737], [-5.895, -1.727, -3.769], [-3.859, -2.892, -2.889], [-1.785, -3.092, -1.094], [-3.287, -2.211, 2.099], [-1.783, -4.079, 2.795], [0.899, -4.596, 3.001], [2.676, -1.609, 1.078], [2.838, -3.604, 3.389], [2.790, -1.896, 3.656], [4.282, -2.651, 2.917], [2.552, -4.647, 1.100], [4.165, -3.753, 0.724], [2.743, -3.447, -0.329], [-4.358, -0.461, 2.867], [-3.737, 1.972, 3.987], [-0.190, 2.686, 2.409], [-1.741, 3.297, 5.046], [-0.134, 3.729, 4.714], [-0.491, 1.993, 4.773], [-2.733, 4.375, 2.594], [-1.387, 4.379, 1.381], [-1.090, 5.097, 2.947], [6.036, 2.535, 5.323], [4.588, 1.838, 4.462], [3.325, 1.736, 5.032], [2.291, 1.284, 4.221], [2.457, 1.009, 2.827], [1.469, 0.691, 2.108], [3.788, 1.208, 2.254], [4.093, 1.198, 0.860], [3.246, 1.247, -0.142], [3.772, 1.476, -1.398], [4.905, 0.912, -1.937], [5.435, 1.220, -3.244], [4.868, 2.217, -3.969], [3.633, 2.781, -3.489], [2.896, 3.807, -4.173], [1.645, 4.222, -3.692], [1.176, 3.581, -2.497], [1.841, 2.667, -1.836], [3.053, 2.293, -2.345], [4.834, 1.693, 3.106], [3.173, 1.882, 6.092], [1.289, 1.189, 4.627], [5.162, 1.324, 0.643], [5.518, 0.275, -1.348], [6.296, 0.696, -3.677], [5.249, 2.573, -4.935], [3.275, 4.308, -5.041], [1.063, 4.963, -4.136], [0.144, 3.778, -2.124], [5.751, 1.877, 2.617], [-1.531, 0.571, -1.938], [-2.702, 1.419, -2.233], [-3.053, 2.257, -0.981], [-1.904, 3.217, -0.750], [-1.979, 4.351, -1.146], [-0.818, 2.759, -0.194], [-0.969, 0.362, -2.774], [-1.860, -0.341, -1.584], [-3.546, 0.796, -2.567], [-2.515, 2.175, -3.042], [-3.259, 1.477, -0.206], [-3.938, 2.816, -1.077], [0.384, -4.450, -3.472], [1.714, -5.075, -3.642], [1.776, -6.072, -2.471], [0.654, -6.240, -1.860], [2.801, -6.701, -2.177], [-0.088, -4.085, -4.320], [0.633, -3.660, -2.869], [0.058, -5.523, -2.239], [2.532, -4.306, -3.539], [1.929, -5.563, -4.590], [1.632, -1.304, -2.494]],
  "forces_ev_per_angstrom": [[1.10, -0.63, 0.21], [-0.49, 1.46, 1.61], [0.94, 0.23, 0.79], [-0.16, 2.14, 0.26], [-0.33, -1.25, -0.42], [0.60, 0.08, 0.43], [-0.67, 1.21, 0.18], [-0.98, -1.02, -0.60], [0.61, 0.24, -0.18], [-1.31, -0.19, -0.20], [1.32, 1.51, -1.14], [0.41, 0.32, -0.16], [1.03, -1.76, 0.91], [-1.32, 0.26, 0.10], [-1.01, -0.87, 0.95], [-0.13, -0.35, 0.04], [1.46, -0.69, 0.47], [0.35, 0.33, 1.54], [-0.24, -1.18, -0.75], [1.26, 1.28, -0.30], [0.74, -0.48, -0.75], [0.35, 1.25, 0.84], [-0.44, -0.39, 0.02], [-0.21, 0.64, -2.31], [-0.85, 0.09, 1.66], [-0.76, 0.21, 0.15], [0.70, -0.70, -0.03], [-0.12, -0.21, -0.38], [-0.23, -0.56, -1.31], [-0.37, -0.31, 0.46], [-0.61, -0.50, 0.00], [1.10, -1.08, -0.04], [-0.16, -0.58, -0.83], [0.05, 0.52, 0.55], [-0.04, -0.10, 0.04], [0.29, -0.34, -0.37], [0.07, 0.08, 0.02], [-0.53, 1.01, -0.68], [0.31, 0.28, -0.17], [0.26, 0.17, -0.11], [0.02, 0.36, -0.21], [-1.50, 0.21, -0.06], [0.84, 0.64, -1.01], [-1.03, -0.25, -0.07], [-0.21, -0.56, -0.70], [-0.78, -0.87, 0.39], [-0.78, 0.75, 0.64], [-0.05, 0.13, 0.64], [0.49, -0.73, -0.68], [0.86, 0.34, -0.09], [-0.13, 0.09, 0.47], [1.18, -0.05, -0.08], [-0.24, -0.20, 0.26], [-0.34, -0.42, 0.00], [-0.97, -0.41, 0.16], [1.95, 1.29, -0.80], [-0.24, -0.98, -0.58], [0.43, 0.26, 0.38], [0.95, 0.56, -0.52], [-0.26, -0.13, -0.29], [-0.21, 0.45, 1.85], [-0.94, 0.54, -1.69], [0.50, -0.28, 1.94], [1.31, -0.65, -2.71], [0.78, 0.35, -0.31], [-0.29, 0.22, 0.45], [-0.84, 0.49, -0.27], [0.09, 0.88, -1.76], [-1.50, 0.15, 1.08], [2.43, -2.34, 1.33], [-1.36, 0.13, -0.41], [-0.34, 0.60, -1.08], [-0.72, -0.29, 3.35], [-2.66, -1.56, 0.03], [0.00, 0.21, -0.02], [0.20, -0.13, -0.10], [-0.08, 0.01, -0.09], [0.14, -0.79, 0.48], [-0.28, 0.11, 0.60], [-0.07, -0.30, 0.42], [0.42, -0.08, -0.46], [-0.74, 1.07, -0.77], [0.97, 0.17, -0.20], [1.12, 0.31, 0.05], [-0.30, -0.31, -0.57], [-0.14, 1.05, -0.36], [0.79, -2.16, 0.47], [1.14, -1.72, 1.12], [-0.60, 2.04, -0.85], [-0.46, -0.24, -0.18], [-0.21, -0.13, 0.31], [0.13, 0.45, -0.51], [0.23, 0.32, 0.19], [0.30, -0.91, 0.38], [0.54, 0.90, -0.05], [-1.14, 0.81, -0.49], [0.03, 0.09, -1.06], [0.07, 0.86, 0.73], [3.28, -1.12, -0.72], [-1.13, -0.21, 1.20], [-1.44, 0.87, -0.52], [0.87, -0.23, 0.85], [-0.60, 0.90, -0.22], [0.03, -0.22, -0.40], [-0.70, -0.65, 0.19], [-0.46, -0.30, -0.03], [-0.40, 0.51, 0.46]]
}

---

{
  "formula": "C29H38As2BN2O14V",
  "method": "ωB97M-V/def2-TZVPD",
  "lumo_energy_ev": [-0.566, -0.519],
  "orbital_gap_ev": [8.15, 8.43],
  "max_force_ev_per_a": 2.4,
  "homo_energy_ha": [-0.3202, -0.3289],
  "spin_multiplicity": 3,
  "symbols": ["V", "O", "C", "O", "C", "C", "C", "C", "C", "N", "C", "O", "O", "H", "H", "H", "B", "C", "N", "H", "H", "H", "C", "C", "C", "O", "H", "H", "H", "H", "H", "H", "C", "C", "C", "O", "C", "H", "H", "H", "H", "H", "H", "H", "H", "C", "O", "C", "O", "C", "C", "As", "C", "C", "C", "As", "C", "C", "O", "O", "C", "C", "O", "O", "C", "C", "O", "O", "C", "H", "H", "H", "H", "H", "H", "H", "H", "H", "H", "H", "H", "H", "H", "H", "H", "H", "H"],
  "coordinates": [[1.279, -0.981, 1.360], [-2.352, -1.196, 2.983], [-1.172, -1.196, 2.764], [-0.578, -1.175, 1.588], [-0.114, -1.239, 3.855], [-0.270, -1.204, 5.218], [0.878, -1.212, 6.005], [2.137, -1.298, 5.419], [2.208, -1.326, 4.047], [1.100, -1.268, 3.317], [3.440, -1.390, 3.153], [4.548, -1.536, 3.586], [3.074, -1.317, 1.886], [-1.265, -1.163, 5.640], [0.791, -1.154, 7.083], [3.050, -1.332, 6.000], [2.433, 3.170, 2.930], [1.908, 1.842, 2.273], [1.523, 0.865, 1.795], [1.627, 3.458, 3.802], [3.535, 2.909, 3.390], [2.483, 4.031, 2.067], [-3.201, 1.966, 1.070], [-1.706, 2.128, 0.967], [-1.072, 3.314, 1.651], [-1.040, 1.328, 0.347], [-3.701, 2.898, 0.791], [-3.460, 1.752, 2.114], [-3.555, 1.151, 0.440], [-1.813, 4.042, 1.977], [-0.349, 3.778, 0.979], [-0.512, 2.972, 2.526], [2.891, -4.330, -0.245], [1.510, -4.449, -0.939], [0.516, -4.047, 0.157], [1.299, -3.353, 1.150], [2.532, -4.104, 1.212], [3.437, -3.465, -0.619], [3.508, -5.218, -0.376], [1.312, -5.461, -1.288], [1.441, -3.776, -1.791], [0.070, -4.926, 0.623], [-0.272, -3.383, -0.167], [2.334, -5.046, 1.728], [3.270, -3.540, 1.764], [-3.319, -3.130, 0.264], [-2.398, -2.283, -0.449], [-2.921, -1.525, -1.422], [-4.042, -1.642, -1.836], [-1.916, -0.505, -1.914], [-2.367, 0.593, -2.504], [-1.306, 1.924, -3.463], [-2.124, 3.517, -2.679], [0.325, 1.903, -2.378], [0.807, 0.822, -1.783], [-0.047, -0.914, -1.471], [0.403, -1.676, -3.223], [2.141, 0.785, -1.110], [2.548, -0.234, -0.556], [2.859, 1.870, -1.195], [4.133, 1.865, -0.488], [0.944, 3.284, -2.275], [0.661, 4.007, -1.368], [1.722, 3.719, -3.278], [2.105, 2.818, -4.335], [-3.843, 0.924, -2.613], [-4.563, 1.163, -1.687], [-4.194, 1.045, -3.907], [-5.575, 1.371, -4.155], [-2.703, -3.818, 0.834], [-3.964, -3.662, -0.426], [-3.911, -2.520, 0.940], [-3.164, 3.555, -2.997], [-1.605, 4.398, -3.047], [-2.060, 3.488, -1.593], [0.077, -0.995, -4.002], [-0.105, -2.631, -3.344], [1.478, -1.833, -3.292], [4.599, 2.808, -0.742], [4.736, 1.024, -0.814], [3.955, 1.802, 0.579], [2.999, 3.241, -4.780], [1.322, 2.755, -5.085], [2.327, 1.827, -3.953], [-5.604, 1.819, -5.143], [-5.950, 2.059, -3.406], [-6.165, 0.459, -4.135]],
  "forces_ev_per_angstrom": [[0.49, -1.38, -1.90], [-0.45, 0.02, 0.08], [0.85, 0.02, -0.37], [-1.16, -0.45, 0.64], [0.13, 0.12, -0.46], [-0.10, -0.03, 0.36], [0.00, -0.04, 0.09], [0.08, -0.04, 0.33], [-0.06, 0.12, -0.45], [0.00, -0.20, 0.95], [-0.83, 0.12, -0.54], [0.45, -0.05, 0.16], [1.03, -0.44, 0.92], [0.03, 0.02, 0.02], [0.00, -0.03, -0.05], [-0.07, 0.03, -0.02], [0.08, 0.11, 0.10], [0.06, 0.56, 0.09], [-0.07, 1.30, 0.29], [0.14, -0.06, -0.11], [-0.21, 0.04, -0.08], [-0.02, -0.22, 0.09], [0.01, -0.06, 0.17], [-0.29, 0.16, 0.06], [0.02, -0.08, -0.01], [0.18, -0.04, -0.11], [0.00, -0.07, 0.03], [0.03, 0.08, -0.07], [0.08, 0.12, 0.08], [0.00, 0.01, 0.00], [-0.02, -0.02, 0.00], [-0.05, 0.00, -0.02], [-0.12, -0.04, -0.09], [0.12, 0.01, 0.12], [0.22, 0.03, 0.11], [0.05, 0.27, -0.10], [-0.14, -0.02, -0.13], [0.02, 0.00, -0.02], [0.01, 0.02, -0.04], [-0.01, 0.00, -0.03], [0.03, -0.01, -0.03], [-0.02, -0.10, 0.11], [-0.16, 0.13, -0.01], [-0.10, -0.07, 0.04], [0.02, 0.10, 0.02], [0.17, 0.11, -0.09], [-0.08, -0.04, -0.11], [0.24, 0.28, 0.24], [-0.08, -0.02, -0.15], [-0.11, -0.43, 0.35], [-0.29, 0.18, -0.29], [0.02, -0.09, 0.07], [-0.07, -0.01, 0.08], [-0.08, 0.42, -0.10], [0.41, -0.31, 0.34], [-0.27, 0.43, -0.42], [0.05, -0.14, 0.05], [-0.25, -0.17, -0.02], [-0.33, -0.10, 0.22], [0.32, 0.17, 0.00], [-0.12, 0.05, -0.13], [0.10, -0.42, -0.20], [-0.11, 0.18, 0.18], [0.06, -0.18, -0.26], [-0.01, 0.19, 0.25], [0.29, -0.19, -0.20], [-0.08, 0.10, 0.02], [-0.05, 0.00, 0.09], [0.18, -0.04, -0.01], [0.02, 0.00, 0.02], [-0.04, -0.06, -0.10], [-0.03, 0.06, 0.04], [0.00, 0.02, -0.02], [0.02, 0.07, -0.03], [-0.01, 0.01, -0.01], [-0.01, 0.05, -0.14], [-0.02, -0.04, -0.02], [0.03, 0.01, 0.01], [-0.02, 0.05, -0.02], [-0.01, -0.05, -0.06], [-0.06, -0.01, 0.09], [0.03, 0.06, 0.00], [-0.14, 0.00, -0.08], [0.04, -0.08, 0.07], [0.01, -0.02, -0.03], [0.01, 0.08, 0.07], [-0.03, -0.07, 0.02]]
}